# 1
{
  "formula": "C34H55BClFO18S2",
  "method": "ωB97M-V with the def2-TZVPD basis set",
  "gap_ev": 9.6,
  "elements": ["Cl", "S", "S", "F", "O", "O", "O", "O", "O", "O", "O", "O", "O", "O", "O", "O", "O", "O", "O", "O", "O", "O", "C", "C", "C", "C", "C", "C", "C", "C", "C", "C", "C", "C", "C", "C", "C", "C", "C", "C", "C", "C", "C", "C", "C", "C", "C", "C", "C", "C", "C", "C", "C", "C", "C", "C", "B", "H", "H", "H", "H", "H", "H", "H", "H", "H", "H", "H", "H", "H", "H", "H", "H", "H", "H", "H", "H", "H", "H", "H", "H", "H", "H", "H", "H", "H", "H", "H", "H", "H", "H", "H", "H", "H", "H", "H", "H", "H", "H", "H", "H", "H", "H", "H", "H", "H", "H", "H", "H", "H", "H", "H"],
  "coordinates": [[1.265903, -0.105083, -7.014610], [3.476000, -1.516139, -2.750262], [3.898858, 1.137712, -5.323700], [3.569931, -1.618942, -6.744914], [-7.832042, 4.072791, 6.534438], [-1.864921, -2.456378, 3.281035], [4.245893, 2.283964, -4.534790], [9.910995, -1.604425, -8.568728], [11.780994, -1.743222, -7.347094], [-6.136786, 2.684012, 13.102590], [-0.679042, -2.165353, 5.153374], [-6.423398, 2.679956, 7.559453], [-0.538154, -1.060085, -5.181538], [-4.359445, 0.757726, 3.230268], [2.421944, 0.707097, -4.834216], [-5.066073, 2.876477, 3.240112], [3.968703, 1.323939, -6.731207], [-2.847606, 0.273404, -0.576183], [-7.298573, 2.292562, 11.230308], [6.574505, 0.191625, -6.742549], [-0.866182, 0.049705, -1.573754], [1.376019, -3.159144, -7.608902], [-5.799908, 0.600501, 11.878865], [7.219824, -1.580426, -5.018465], [10.482410, 0.145204, -10.036206], [-1.277442, 1.947849, -0.093769], [4.063179, -1.479502, -4.486493], [-0.766633, -4.319033, 2.351831], [-2.047648, -3.496259, 2.300177], [0.657085, -0.851402, -4.475469], [4.913975, -0.208062, -4.733101], [-4.793764, 1.882999, 3.851245], [11.203274, -1.299179, -8.293321], [8.687219, -1.211122, -5.269317], [-2.386577, 1.998414, 0.958206], [2.919332, -1.655134, -5.521815], [2.373914, -3.075338, -5.344929], [-4.895901, 1.642576, 5.343277], [1.875625, -0.508881, -5.373835], [-6.712386, 4.950337, 8.402874], [1.233554, -3.546322, -6.247773], [11.752312, -0.377030, -9.366323], [-0.363065, -4.184577, 3.819919], [-3.511642, 1.250745, 0.262743], [-6.180939, 0.390275, 10.413529], [-8.209562, 5.459465, 6.639249], [-4.202837, -0.308979, 4.185155], [-7.462241, 1.202348, 10.303574], [-0.936506, -2.832693, 4.197001], [9.515395, -1.011051, -9.818443], [-4.043636, 0.385010, 5.530707], [-7.911326, 5.842311, 8.083749], [-6.945061, 3.759033, 7.497157], [-1.587661, 0.661785, -0.831886], [-6.384829, 1.969248, 12.178518], [-1.660622, -0.631370, -4.425212], [6.237457, -0.480240, -5.591353], [4.688360, -2.366441, -4.564713], [0.712672, -4.195564, 3.966988], [-4.726168, 0.603193, 12.041118], [-8.345678, 0.629557, 10.596016], [-3.336918, -0.903307, 3.913965], [-5.937558, 1.473628, 5.600011], [-7.613323, 1.603993, 9.307042], [7.061123, -1.579066, -3.931947], [-2.075260, 1.449803, 1.848034], [-5.765755, 5.416407, 8.124232], [6.912024, 1.069129, -6.542490], [2.656823, -0.456925, -2.728442], [5.236612, 0.122833, -3.746921], [-7.724982, 6.905713, 8.215223], [10.125503, 1.029565, -9.506865], [3.220253, -3.741997, -5.523015], [-8.752338, 5.566916, 8.721174], [-9.260320, 5.557331, 6.379884], [-0.282139, 1.907829, 0.339685], [-6.272429, -0.129452, 12.537656], [-5.094712, -0.940022, 4.147900], [-6.309843, -0.652053, 10.128789], [1.444317, -3.952776, -8.134155], [2.071215, -3.255487, -4.316170], [-2.999775, 0.665718, 5.678546], [8.883764, -0.186257, -4.948714], [-4.111673, 1.901301, -0.376373], [-7.615337, 6.030615, 5.923836], [6.976305, -2.584880, -5.371391], [8.930817, -1.302274, -6.322063], [0.867084, -1.683602, -3.805131], [-2.513292, -1.262448, -4.677624], [1.243744, -4.639699, -6.200335], [-0.006907, -3.858938, 1.719063], [-6.679185, 4.638728, 9.443876], [-2.928946, -4.078923, 2.576276], [-1.487708, -0.725095, -3.349666], [10.604533, 0.408498, -11.084717], [0.252153, -3.250124, -5.876509], [-0.830612, -4.944988, 4.447002], [-4.511846, 2.491432, 5.895713], [8.480298, -0.687803, -9.740818], [9.348476, -1.847102, -4.683331], [12.350755, 0.411701, -8.920234], [-1.932606, 0.395205, -4.685483], [9.593126, -1.770342, -10.599480], [-5.416107, 0.824421, 9.768087], [-1.339376, 2.776329, -0.801403], [-2.670684, 3.001575, 1.265588], [12.366086, -0.967346, -10.048031], [-0.905052, -5.344973, 2.018020], [-4.164699, 0.738423, 0.956571], [-2.216854, -3.038014, 1.328844], [0.514569, 0.029753, -3.843130], [-4.344416, -0.237448, 6.370830]],
  "forces_ev_per_angstrom": [[-0.007, -0.048, 0.192], [0.145, -0.547, 0.296], [1.067, 1.419, 0.202], [0.010, 0.281, 0.048], [-0.087, -0.009, 0.006], [0.083, -0.111, -0.131], [-0.394, -0.272, 0.396], [0.011, 0.058, -0.065], [-0.087, -0.006, 0.113], [-0.003, 0.142, -0.042], [-0.035, 0.147, -0.025], [-0.230, -0.037, 0.187], [0.197, -0.383, -0.014], [-0.009, -0.027, 0.085], [0.511, -0.539, 0.037], [0.139, 0.004, -0.127], [-0.449, -0.620, -0.138], [-0.059, -0.016, 0.056], [0.007, 0.036, -0.092], [0.341, -0.050, 0.634], [0.113, -0.037, 0.383], [0.004, 0.169, 0.254], [-0.006, 0.075, -0.489], [-0.129, 0.632, 0.431], [0.137, 0.008, 0.002], [-0.246, -0.134, 0.399], [-0.477, 0.699, 0.311], [0.069, -0.045, 0.103], [0.028, -0.086, -0.173], [-0.269, 0.871, 0.381], [-0.513, -0.154, -0.464], [-0.278, 0.121, 0.158], [0.255, -0.122, -0.086], [-0.172, -0.223, 0.052], [0.164, 0.065, -0.066], [0.539, -0.532, 0.960], [-0.297, -0.211, -0.542], [0.627, -0.453, -0.303], [-0.856, -0.017, -1.510], [-0.442, 0.120, 0.028], [-0.122, -0.476, -0.152], [-0.423, 0.260, -0.041], [-0.010, 0.100, -0.490], [-0.101, 0.137, 0.062], [0.112, -0.049, 0.112], [-0.061, 0.196, 0.052], [0.093, -0.185, 0.243], [-0.063, -0.155, -0.153], [0.019, -0.167, 0.260], [-0.108, 0.105, -0.102], [-0.081, 0.180, 0.033], [0.083, -0.021, 0.051], [0.323, 0.097, 0.061], [0.181, 0.208, -0.199], [0.018, -0.184, 0.226], [-0.438, -0.279, 0.081], [0.148, -0.627, -0.396], [0.066, -0.014, 0.072], [-0.018, -0.028, 0.210], [-0.022, -0.015, 0.217], [0.024, -0.002, 0.074], [-0.038, 0.079, -0.136], [-0.071, 0.128, 0.032], [-0.017, 0.120, 0.049], [-0.112, -0.316, 0.016], [-0.048, -0.013, 0.012], [0.045, -0.053, 0.033], [-0.281, 0.372, -0.432], [0.136, 0.125, -0.213], [0.078, 0.189, -0.028], [0.029, 0.003, -0.066], [-0.028, -0.004, -0.006], [0.170, 0.152, -0.072], [-0.011, 0.007, -0.008], [0.000, -0.141, -0.066], [0.097, 0.051, -0.196], [0.042, 0.019, 0.069], [-0.043, 0.058, -0.007], [-0.067, 0.002, 0.030], [0.050, -0.156, -0.218], [0.038, 0.124, 0.072], [0.019, -0.062, -0.009], [0.006, 0.067, -0.069], [0.059, -0.002, -0.059], [0.035, -0.024, 0.004], [0.061, -0.063, -0.079], [0.154, 0.018, -0.040], [0.090, -0.105, -0.083], [0.087, -0.079, -0.177], [-0.029, -0.028, 0.185], [-0.021, 0.007, -0.024], [0.188, -0.077, -0.021], [0.011, -0.007, 0.033], [-0.070, 0.093, -0.328], [-0.014, -0.063, -0.017], [0.066, 0.385, -0.043], [0.046, 0.014, 0.070], [-0.222, 0.143, 0.002], [-0.026, -0.101, 0.121], [0.102, -0.087, -0.134], [0.173, -0.132, 0.027], [0.172, 0.121, 0.099], [0.029, -0.006, 0.004], [-0.045, 0.023, -0.040], [0.074, -0.015, -0.038], [-0.067, -0.005, -0.035], [0.064, -0.004, 0.044], [-0.064, 0.001, 0.023], [-0.004, -0.139, -0.074], [-0.046, 0.135, 0.068], [0.234, 0.016, 0.096], [-0.052, -0.020, -0.037]],
  "mulliken_charge": [-0.1162, -0.1736, 1.2426, -0.4573, -0.3675, -0.3247, -0.7764, -0.3660, -0.5734, -0.5802, -0.5800, -0.6145, -0.3366, -0.2687, -0.3614, -0.6335, -0.5783, -0.3742, -0.3743, -0.3411, -0.6216, -0.4902, -0.4268, -0.2903, -0.4950, -0.5106, -0.8938, -0.4816, -0.4875, -1.1499, -0.5090, 0.3107, 0.5338, -1.3452, -0.3075, 1.3649, -1.1769, 0.0857, 0.8013, -0.3212, -0.8799, -0.4208, -0.4402, -0.2903, -0.3917, -0.4528, 0.0217, -0.1812, 0.5039, -0.3486, -0.6601, -0.5475, 0.6475, 0.5177, 0.5266, -0.6714, 0.1641, 0.5989, 0.3050, 0.2999, 0.2796, 0.0167, 0.1032, 0.0625, 0.3476, 0.0843, 0.2889, 0.2972, 0.1910, 0.5164, 0.3334, 0.2370, 0.6115, 0.2667, 0.3277, 0.3305, 0.2481, 0.2253, 0.3874, 0.3192, 0.3685, 0.3001, 0.2960, 0.2082, 0.2738, 0.3202, 0.2381, 0.2332, 0.2784, 0.5661, 0.2408, 0.1581, 0.2730, 0.2262, 0.3390, 0.1652, 0.2591, 0.1949, 0.2798, 0.4245, 0.3015, 0.2769, 0.2618, 0.1508, 0.2884, 0.4315, 0.2534, 0.3507, 0.2278, 0.3096, 0.7490, 0.3464]
}

---

# 2
{
  "formula": "C34H55NO8",
  "method": "ωB97M-V with the def2-TZVPD basis set",
  "gap_ev": 8.8,
  "elements": ["O", "O", "O", "O", "O", "O", "O", "O", "N", "C", "C", "C", "C", "C", "C", "C", "C", "C", "C", "C", "C", "C", "C", "C", "C", "C", "C", "C", "C", "C", "C", "C", "C", "C", "C", "C", "C", "C", "C", "C", "C", "C", "C", "H", "H", "H", "H", "H", "H", "H", "H", "H", "H", "H", "H", "H", "H", "H", "H", "H", "H", "H", "H", "H", "H", "H", "H", "H", "H", "H", "H", "H", "H", "H", "H", "H", "H", "H", "H", "H", "H", "H", "H", "H", "H", "H", "H", "H", "H", "H", "H", "H", "H", "H", "H", "H", "H", "H"],
  "coordinates": [[-0.733721, -0.878711, -1.270549], [-3.228035, 1.317231, 4.254646], [6.775801, -0.593556, -2.975288], [5.511707, -0.402526, -4.792506], [2.683223, -4.337979, -4.017148], [0.988130, 2.801657, 0.818265], [-7.782170, 3.919814, 4.953439], [6.531044, -4.959297, -2.117098], [-0.185700, 0.986285, -0.011112], [7.705330, -4.161128, -2.085801], [1.305971, -4.176466, -4.317600], [-4.617488, 1.824023, 6.223739], [5.722127, -0.799276, -3.513211], [0.082591, -0.091508, -0.869412], [-3.023704, 3.401276, -2.628959], [3.691539, -0.553778, -2.033881], [6.504720, -6.062008, -1.229799], [4.574271, -1.503124, -2.826160], [3.388603, 1.443928, -0.673878], [-1.984147, 2.587860, -0.614879], [-1.787048, 3.907670, -0.213085], [-8.017143, 3.369945, 3.669382], [2.053720, 1.108901, -0.558507], [-1.080083, 1.307985, 5.465121], [-9.755667, 5.394729, 4.999776], [4.204462, 0.598455, -1.420848], [-4.014912, 0.778039, 5.302345], [8.977763, -4.910039, -2.440847], [0.394537, -5.154857, -3.598808], [-8.253610, 5.237836, 5.165258], [-7.370495, 4.144787, 2.533925], [-2.812084, 4.710181, -2.222097], [6.617994, -5.682208, 0.236833], [-1.544969, 1.434904, 0.254506], [2.337645, -0.871913, -1.907920], [0.943259, 1.789366, 0.170926], [-1.949982, 6.395579, -0.544390], [3.187619, -5.945368, -5.815773], [-2.102749, 2.080025, 4.649227], [-2.191282, 4.980370, -1.001727], [-2.613208, 2.339082, -1.831066], [3.252604, -5.596437, -4.339092], [1.540085, -0.025119, -1.167561], [1.141259, -4.222904, -5.400050], [4.995953, -2.247993, -2.148544], [-7.722583, 5.945530, 4.518196], [7.527068, -3.373758, -2.818035], [-2.415880, 2.984201, 5.183538], [-2.200876, 0.586474, 0.064270], [-1.440190, 6.397016, 0.418235], [4.595612, -0.577168, -5.038539], [-4.812432, 0.231981, 4.797721], [5.542736, -6.543564, -1.409398], [7.279159, -6.790336, -1.496634], [-1.647087, 2.409228, 3.714096], [-9.092230, 3.252596, 3.491016], [3.705706, -6.887948, -5.994526], [-1.312038, 6.924504, -1.254942], [3.774449, 2.337315, -0.200450], [7.579932, -5.223918, 0.469053], [-5.209661, 2.540857, 5.652321], [-7.786390, 5.148105, 2.431594], [-3.515757, 3.203177, -3.573247], [-7.971655, 5.473238, 6.191684], [-0.749239, 0.421496, 4.922104], [3.665824, -5.168264, -6.413725], [4.293507, -5.520103, -4.022933], [-2.790274, 1.320075, -2.155416], [8.883846, -5.379548, -3.421082], [6.517752, -6.572569, 0.858606], [-1.642313, 1.686469, 1.310787], [0.539674, -5.090174, -2.519764], [2.161595, -6.060985, -6.167788], [-10.286433, 4.708061, 5.660510], [-7.592560, 2.366529, 3.713773], [-0.212183, 1.938417, 5.661517], [2.794415, -6.388856, -3.737023], [5.256926, 0.835655, -1.516913], [7.808625, -3.667403, -1.113343], [3.934077, -2.036099, -3.532308], [5.832007, -4.976922, 0.510400], [-10.079380, 5.199134, 3.976854], [1.937661, -1.763604, -2.374325], [0.576027, -6.185558, -3.905469], [-1.302232, 4.094101, 0.738819], [-5.270025, 1.343732, 6.953645], [-2.883898, 6.948148, -0.438861], [-7.532567, 3.622596, 1.590440], [-6.296076, 4.237220, 2.698410], [-3.441309, 0.041440, 5.876975], [-0.646609, -4.920457, -3.821771], [9.817176, -4.214804, -2.468271], [-3.129139, 5.532527, -2.853099], [-3.855109, 2.376156, 6.775289], [1.064026, -3.159572, -4.004772], [9.215535, -5.688350, -1.714375], [-1.480645, 0.985778, 6.427054], [-10.050320, 6.414472, 5.250311]],
  "forces_ev_per_angstrom": [[-0.029, -0.051, -0.043], [0.007, -0.030, -0.121], [-0.171, 0.038, -0.263], [0.000, 0.061, 0.279], [0.005, 0.226, 0.047], [-0.096, 0.116, 0.044], [0.058, -0.064, 0.086], [-0.080, 0.045, -0.078], [0.002, 0.046, -0.487], [0.035, 0.086, -0.031], [-0.052, -0.040, -0.028], [0.016, 0.082, -0.061], [0.235, -0.152, 0.094], [-0.082, 0.142, 0.120], [0.025, -0.002, 0.012], [0.109, 0.180, 0.037], [-0.009, -0.073, 0.050], [-0.315, 0.053, 0.099], [-0.147, -0.049, -0.013], [-0.069, 0.125, -0.159], [-0.035, -0.051, 0.013], [0.000, -0.035, -0.077], [0.019, -0.126, -0.087], [-0.052, -0.066, 0.008], [-0.008, -0.066, -0.020], [-0.137, -0.112, 0.011], [-0.055, -0.026, 0.068], [-0.055, -0.087, 0.006], [0.055, -0.038, 0.031], [-0.012, 0.067, -0.008], [0.017, 0.062, 0.051], [0.079, -0.065, 0.129], [0.018, 0.070, -0.020], [-0.323, -0.008, 0.261], [0.045, 0.098, 0.054], [0.129, -0.199, 0.124], [0.112, -0.144, -0.002], [-0.069, 0.068, -0.006], [0.068, 0.062, -0.014], [-0.005, -0.105, -0.009], [0.031, 0.125, -0.008], [0.119, -0.088, 0.014], [0.201, 0.066, 0.061], [0.004, -0.030, 0.002], [0.081, 0.002, -0.068], [-0.017, -0.010, -0.024], [-0.003, 0.015, 0.018], [-0.013, -0.023, 0.030], [0.140, -0.101, 0.045], [-0.027, 0.048, 0.016], [0.014, -0.058, -0.059], [0.010, -0.004, -0.018], [-0.007, 0.007, -0.020], [0.028, 0.025, 0.011], [-0.007, 0.016, -0.001], [-0.003, 0.037, -0.003], [0.023, 0.003, 0.005], [-0.072, 0.051, -0.006], [0.037, -0.032, -0.008], [0.015, -0.035, 0.003], [-0.029, 0.001, 0.029], [-0.030, -0.016, -0.022], [0.007, 0.008, 0.009], [0.018, -0.011, 0.000], [0.008, 0.004, -0.004], [0.013, -0.008, -0.003], [-0.002, 0.029, 0.032], [0.031, -0.015, 0.038], [0.007, 0.008, -0.006], [-0.020, -0.007, -0.004], [0.111, 0.044, -0.006], [-0.009, 0.008, 0.002], [0.001, -0.038, 0.010], [-0.001, 0.005, 0.004], [-0.002, -0.003, 0.025], [0.006, 0.006, -0.018], [-0.045, 0.006, -0.019], [-0.007, -0.068, -0.056], [0.006, -0.030, 0.014], [0.160, -0.117, -0.060], [-0.006, -0.007, 0.006], [0.009, 0.038, -0.011], [-0.041, 0.005, 0.012], [-0.023, 0.006, -0.034], [0.009, 0.021, -0.038], [-0.016, -0.011, -0.009], [-0.005, 0.025, -0.042], [0.012, -0.020, 0.001], [0.003, -0.012, -0.010], [0.033, 0.031, 0.008], [-0.003, 0.021, 0.009], [-0.008, 0.016, -0.013], [-0.020, -0.007, -0.003], [0.006, -0.040, 0.027], [0.007, 0.009, -0.018], [0.020, 0.029, 0.026], [0.007, 0.036, 0.018], [0.005, 0.004, 0.015]],
  "mulliken_charge": [-0.6807, -0.3701, -0.5563, -0.5169, -0.2491, -0.6245, -0.3874, -0.2527, 0.3902, -0.1029, -0.3245, -1.0997, 0.5923, 0.4017, -0.7251, 1.1347, -0.3269, -0.1326, -1.1426, 0.7029, -0.0266, -0.3654, 0.3241, -1.2284, -1.0359, -0.4000, -0.3796, -1.3647, -1.2456, -0.3653, -1.0767, -0.5510, -1.1435, -1.1993, -0.6269, -0.0809, -1.4449, -1.2045, -0.0938, 0.5434, -0.5054, -0.0753, 0.0182, 0.3705, -0.0040, 0.3172, 0.1110, 0.2982, 0.6013, 0.3563, 0.3491, 0.3203, 0.3175, 0.3619, 0.1976, 0.3346, 0.4094, 0.3256, 0.4947, 0.2824, 0.3132, 0.2803, 0.3777, 0.3248, 0.3050, 0.3047, 0.0980, 0.4648, 0.3086, 0.4014, -0.1126, 0.3203, 0.2970, 0.2871, 0.3501, 0.4059, 0.2883, 0.4849, 0.3962, 0.1377, 0.2973, 0.2690, 0.5951, 0.3196, 0.2154, 0.4046, 0.3335, 0.3938, 0.2938, 0.3067, 0.4120, 0.4090, 0.4412, 0.2925, 0.3201, 0.3125, 0.3182, 0.3871]
}